No. 1
C3H3O4 | the ωB97M-V functional and the def2-TZVPD basis

Geometry as XYZ:
```
10
Properties=species:S:1:pos:R:3
C 1.160 -0.006 -0.236
C -0.245 -0.310 0.203
C -1.367 0.871 0.191
O -2.251 0.811 1.038
O -1.248 1.479 -0.891
O -0.769 -1.513 -0.226
O -0.222 -1.422 1.071
H 1.391 0.896 -0.935
H 1.617 -0.786 -0.874
H 1.935 -0.020 0.659
```

Calculated values
LUMO energy = 4.15 eV
HOMO energy = -4.44 eV
Structure (SMILES) = CC1(C(=O)[O-])OO1
Frontier orbital gap = 8.6 eV
Charge = -1
Energy above the lowest of the compared OMol25 structures with the same formula, charge and spin = 75.58 kcal/mol

How is the electron density shared among the atoms? According to natural (NBO), the charges in e are: C -0.669; C 0.336; C 0.743; O -0.724; O -0.764; O -0.277; O -0.289; H 0.231; H 0.209; H 0.204

No. 2
C29H24Cl2GeN3SY | the ωB97M-V functional and the def2-TZVPD basis

Geometry as XYZ:
```
61
Properties=species:S:1:pos:R:3
Y -0.489 1.142 -0.891
N 2.863 2.219 1.629
C 3.715 2.035 0.530
C 5.095 2.137 0.404
C 5.603 1.914 -0.858
C 4.768 1.609 -1.949
C 3.399 1.509 -1.807
C 2.882 1.724 -0.532
N 1.548 1.711 -0.066
C 1.611 2.029 1.230
C 0.394 2.123 2.033
C 0.228 2.411 3.344
S -1.427 2.358 3.746
C -1.817 1.954 2.160
N -0.785 1.858 1.350
H 3.155 2.485 2.559
H 5.737 2.385 1.239
H 6.671 1.986 -1.017
H 5.214 1.459 -2.923
H 2.771 1.287 -2.657
H 0.971 2.657 4.089
H -2.839 1.790 1.845
Cl -3.189 1.830 -1.463
C -2.825 3.551 -1.866
Cl -1.087 3.878 -1.592
H -3.404 4.182 -1.203
H -3.050 3.709 -2.913
C 1.589 -1.027 -3.898
C 0.249 -0.654 -3.874
C -0.493 -0.846 -2.710
C 0.097 -1.404 -1.552
C 1.457 -1.740 -1.593
C 2.184 -1.574 -2.766
Ge -0.979 -1.570 0.035
C -0.270 -2.093 1.692
C -1.097 -2.759 2.604
C -0.586 -3.141 3.836
C 0.735 -2.857 4.160
C 1.559 -2.188 3.260
C 1.058 -1.798 2.028
C -2.834 -1.560 -0.349
C -3.352 -2.026 -1.566
C -4.723 -2.025 -1.778
C -5.582 -1.553 -0.792
C -5.080 -1.086 0.418
C -3.711 -1.083 0.639
H 2.163 -0.915 -4.809
H -0.225 -0.259 -4.764
H -1.573 -0.669 -2.748
H 1.941 -2.174 -0.727
H 3.218 -1.890 -2.802
H -2.118 -3.013 2.347
H -1.212 -3.677 4.536
H 1.132 -3.173 5.117
H 2.592 -1.991 3.516
H 1.709 -1.285 1.327
H -2.699 -2.427 -2.332
H -5.125 -2.408 -2.706
H -6.651 -1.562 -0.962
H -5.758 -0.745 1.190
H -3.328 -0.756 1.601
```

Calculated values
LUMO energy (spin up / spin down) = -9.10 / -10.20 eV
HOMO energy (spin up / spin down) = -15.58 / -16.90 eV
2S+1 = 2
Frontier orbital gap (spin up / spin down) = 6.5 / 6.7 eV
Charge = +3
Energy above the lowest of the compared OMol25 structures with the same formula, charge and spin = 15.45 kcal/mol

How is the electron density shared among the atoms? According to natural (NBO), the charges in e are: Y 1.823; N -0.477; C 0.095; C -0.195; C -0.161; C -0.169; C -0.237; C 0.140; N -0.744; C 0.487; C 0.040; C -0.371; S 0.663; C -0.125; N -0.615; H 0.452; H 0.255; H 0.257; H 0.249; H 0.222; H 0.285; H 0.261; Cl 0.064; C -0.347; Cl 0.094; H 0.274; H 0.276; C -0.162; C -0.169; C -0.410; C -0.489; C -0.195; C -0.142; Ge 1.301; C -0.544; C -0.117; C -0.203; C -0.142; C -0.201; C -0.198; C -0.546; C -0.148; C -0.203; C -0.143; C -0.200; C -0.209; H 0.261; H 0.258; H 0.254; H 0.248; H 0.258; H 0.221; H 0.250; H 0.249; H 0.239; H 0.202; H 0.217; H 0.252; H 0.253; H 0.246; H 0.216

No. 3
C4H11N2 | the ωB97M-V functional and the def2-TZVPD basis

Geometry as XYZ:
```
17
Properties=species:S:1:pos:R:3
C -1.560 -1.234 -0.445
C -0.542 -0.355 0.418
C -1.376 0.716 1.067
N 0.459 0.294 -0.449
C 1.732 0.111 -0.207
N 2.790 0.640 -0.774
H -1.799 -0.678 -1.354
H -1.102 -2.221 -0.605
H -2.534 -1.322 0.075
H 0.012 -0.979 1.129
H -1.649 1.274 0.146
H -0.650 1.090 1.777
H -2.320 0.215 1.414
H 0.206 1.182 -0.803
H 1.923 -0.583 0.542
H 3.755 0.411 -0.621
H 2.655 1.439 -1.311
```

Calculated values
LUMO energy = -3.74 eV
HOMO energy = -14.93 eV
Structure (SMILES) = CC(C)/[NH+]=C/N
Frontier orbital gap = 11.2 eV
Charge = +1
Energy above the lowest of the compared OMol25 structures with the same formula, charge and spin = 29.43 kcal/mol

How is the electron density shared among the atoms? According to natural (NBO), the charges in e are: C -0.618; C -0.033; C -0.619; N -0.499; C 0.413; N -0.696; H 0.220; H 0.231; H 0.233; H 0.203; H 0.207; H 0.228; H 0.252; H 0.415; H 0.208; H 0.447; H 0.408

No. 4
C6H9NO3 | the ωB97M-V functional and the def2-TZVPD basis

Geometry as XYZ:
```
19
Properties=species:S:1:pos:R:3
O 5.586 0.270 0.127
C 4.566 -0.336 0.357
C 3.240 -0.023 -0.284
C 2.417 -1.261 -0.545
O 1.632 -1.782 0.525
C 0.953 -1.274 -0.614
C 0.102 -0.041 -0.439
C -1.338 -0.331 -0.219
N -2.111 -0.894 0.559
H 4.567 -1.174 1.090
H 2.711 0.645 0.416
H 3.412 0.533 -1.216
H 2.931 -2.036 -1.123
H 0.497 -2.048 -1.239
H 0.454 0.564 0.409
H 0.181 0.577 -1.349
O -2.423 -0.534 -1.624
H -3.022 -1.123 -0.393
H -2.083 0.151 -2.209
```

Calculated values
LUMO energy = 0.48 eV
HOMO energy = -9.87 eV
Frontier orbital gap = 10.3 eV
Energy above the lowest of the compared OMol25 structures with the same formula, charge and spin = 120.56 kcal/mol

How is the electron density shared among the atoms? According to natural (NBO), the charges in e are: O -0.504; C 0.442; C -0.552; C 0.062; O -0.472; C 0.073; C -0.537; C 0.525; N -0.580; H 0.117; H 0.242; H 0.242; H 0.193; H 0.204; H 0.266; H 0.244; O -0.919; H 0.479; H 0.473

No. 5
C33H34IN2OPRhSi | the ωB97M-V functional and the def2-TZVPD basis

Geometry as XYZ:
```
74
Properties=species:S:1:pos:R:3
Rh -0.778 0.129 -1.570
N 1.019 -2.413 -2.034
P 1.422 -0.754 -1.848
C 3.172 -0.951 -1.345
C 4.024 -1.664 -2.185
C 5.357 -1.813 -1.851
C 5.849 -1.237 -0.689
C 5.007 -0.513 0.140
C 3.666 -0.370 -0.185
C 1.609 -0.123 -3.545
C 2.137 1.162 -3.665
C 2.220 1.762 -4.904
C 1.780 1.080 -6.029
C 1.265 -0.201 -5.914
C 1.156 -0.799 -4.671
C -0.267 -2.879 -2.027
C -0.527 -4.254 -1.948
C -1.830 -4.694 -1.930
C -2.863 -3.761 -2.021
C -2.535 -2.427 -2.126
N -1.269 -1.991 -2.112
H 1.731 -3.113 -1.864
H 3.638 -2.088 -3.101
H 6.015 -2.373 -2.500
H 6.892 -1.347 -0.435
H 5.396 -0.059 1.040
H 3.001 0.187 0.459
H 2.470 1.682 -2.775
H 2.611 2.764 -4.992
H 1.839 1.551 -6.997
H 0.928 -0.733 -6.789
H 0.714 -1.781 -4.582
H 0.298 -4.944 -1.895
H -2.045 -5.748 -1.846
H -3.896 -4.065 -2.013
H -3.302 -1.666 -2.243
C -3.079 -1.283 1.758
C -3.245 0.214 1.924
C -3.965 0.820 0.740
C -3.859 0.571 3.258
Si -1.350 0.968 1.857
O -0.811 0.319 0.542
C -1.204 2.855 1.811
C -2.176 3.773 2.180
C -1.927 5.133 2.117
C -0.699 5.596 1.679
C 0.278 4.690 1.300
C 0.024 3.334 1.360
C -0.419 0.215 3.325
C -0.346 0.853 4.554
C 0.448 0.333 5.561
C 1.177 -0.824 5.343
C 1.113 -1.460 4.116
C 0.318 -0.941 3.112
H -4.062 -1.757 1.739
H -2.510 -1.720 2.575
H -2.575 -1.520 0.821
H -4.949 0.357 0.637
H -3.416 0.638 -0.189
H -4.108 1.892 0.846
H -4.883 0.194 3.301
H -3.904 1.646 3.415
H -3.305 0.122 4.080
H -3.144 3.435 2.517
H -2.697 5.831 2.409
H -0.505 6.656 1.625
H 1.239 5.043 0.957
H 0.781 2.628 1.053
H -0.900 1.765 4.722
H 0.501 0.828 6.517
H 1.804 -1.227 6.124
H 1.683 -2.359 3.943
H 0.277 -1.418 2.145
I -1.508 2.247 -2.781
```

Calculated values
LUMO energy (spin up / spin down) = -2.19 / -6.13 eV
HOMO energy (spin up / spin down) = -10.67 / -11.01 eV
2S+1 = 5
Frontier orbital gap (spin up / spin down) = 8.5 / 4.9 eV
Charge = +1
Energy above the lowest of the compared OMol25 structures with the same formula, charge and spin = 10.42 kcal/mol

How is the electron density shared among the atoms? According to Mulliken, the charges in e are: Rh -0.821; N -0.316; P 2.450; C 0.213; C -0.493; C -0.735; C -0.467; C -0.684; C -0.049; C 0.133; C -0.493; C -0.705; C -0.480; C -0.735; C -0.148; C 0.205; C -0.659; C -0.466; C -0.652; C -0.708; N -0.001; H 0.283; H 0.391; H 0.410; H 0.394; H 0.448; H 0.413; H 0.414; H 0.431; H 0.407; H 0.426; H 0.405; H 0.455; H 0.450; H 0.466; H 0.472; C -1.519; C 1.828; C -1.319; C -1.708; Si -2.046; O 1.934; C 0.856; C -0.069; C -0.792; C -0.492; C -0.756; C -0.262; C 0.374; C -0.296; C -0.709; C -0.533; C -0.709; C 0.119; H 0.535; H 0.344; H 0.122; H 0.512; H -0.006; H 0.319; H 0.510; H 0.281; H 0.394; H 0.180; H 0.432; H 0.391; H 0.420; H 0.414; H 0.403; H 0.435; H 0.403; H 0.448; H 0.288; I -0.380

No. 6
C7H6N2O3 | the ωB97M-V functional and the def2-TZVPD basis

Geometry as XYZ:
```
18
Properties=species:S:1:pos:R:3
C -3.020 0.838 0.078
C -1.784 0.379 0.547
C -1.010 0.307 -0.608
C 2.255 0.772 -1.536
C -0.921 -0.033 1.679
C 1.419 -0.491 -1.128
C 0.286 -0.160 -0.278
N -2.972 1.011 -1.221
N 1.991 1.892 -1.057
O -1.721 0.683 -1.665
O 0.308 -0.430 1.048
O 1.065 2.163 -0.269
H -3.933 1.039 0.603
H 3.063 0.637 -2.229
H -0.702 0.799 2.362
H -1.294 -0.884 2.261
H 1.087 -0.926 -2.071
H 2.103 -1.161 -0.601
```

Calculated values
LUMO energy (spin up / spin down) = -0.63 / -0.38 eV
HOMO energy (spin up / spin down) = -7.18 / -8.94 eV
Frontier orbital gap (spin up / spin down) = 6.5 / 8.6 eV
Energy above the lowest of the compared OMol25 structures with the same formula, charge and spin = 140.24 kcal/mol

How is the electron density shared among the atoms? According to natural (NBO), the charges in e are: C -0.036; C -0.167; C 0.235; C -0.050; C -0.076; C -0.532; C 0.380; N -0.102; N 0.040; O -0.252; O -0.443; O -0.356; H 0.228; H 0.205; H 0.215; H 0.210; H 0.250; H 0.252

No. 7
C2H6N4 | the ωB97M-V functional and the def2-TZVPD basis

Geometry as XYZ:
```
12
Properties=species:S:1:pos:R:3
C 1.519 0.409 -0.247
N 0.369 -1.635 -0.502
N 0.564 -0.552 0.201
N -0.654 -2.310 -0.202
H -0.663 -3.151 -0.785
H 2.153 -0.042 -1.015
H 2.135 0.744 0.586
C -1.084 1.554 1.067
N -2.088 1.857 0.563
H -2.998 1.960 0.165
H 0.967 1.307 -0.623
H -0.220 -0.141 0.793
```

Calculated values
LUMO energy = 1.02 eV
HOMO energy = -8.78 eV
Frontier orbital gap = 9.8 eV
Energy above the lowest of the compared OMol25 structures with the same formula, charge and spin = 85.82 kcal/mol

How is the electron density shared among the atoms? According to natural (NBO), the charges in e are: C -0.415; N 0.013; N -0.427; N -0.503; H 0.320; H 0.223; H 0.200; C 0.280; N -0.698; H 0.453; H 0.187; H 0.366

No. 8
C16H28F3NaO18S | the ωB97M-V functional and the def2-TZVPD basis

Geometry as XYZ:
```
67
Properties=species:S:1:pos:R:3
Na -0.418 -0.234 0.260
C 1.093 -2.771 3.260
F 0.018 -3.127 2.547
F 0.714 -2.477 4.505
F 1.918 -3.820 3.343
S 1.961 -1.350 2.470
O 2.416 -1.932 1.226
O 0.935 -0.324 2.288
O 2.963 -0.983 3.431
C -1.907 1.004 -5.050
C -0.674 1.819 -4.635
O -0.063 1.037 -3.633
C -0.922 0.081 -3.204
O -0.713 -0.688 -2.333
O -2.043 0.084 -3.958
H -1.865 0.400 -5.954
H -2.789 1.642 -5.112
H -0.929 2.827 -4.306
H -0.017 1.948 -5.499
C 3.982 -0.488 -3.164
O 2.709 -0.275 -2.580
C 2.606 0.321 -1.396
O 1.551 0.402 -0.822
O 3.754 0.773 -0.935
C 3.747 1.299 0.394
H 3.903 -0.563 -4.247
H 4.435 -1.386 -2.746
H 4.682 0.337 -3.021
H 3.493 2.358 0.379
H 4.756 1.192 0.782
H 3.073 0.720 1.019
C 1.009 2.811 2.987
O 1.175 3.557 1.774
C 0.541 3.084 0.720
O -0.179 2.120 0.701
O 0.841 3.876 -0.314
C 0.381 3.437 -1.582
H 1.628 3.278 3.748
H 1.385 1.795 2.863
H -0.025 2.750 3.322
H 1.096 2.766 -2.047
H 0.249 4.307 -2.228
H -0.601 2.971 -1.510
C -2.442 -1.469 3.767
O -2.272 -0.064 3.876
C -2.483 0.663 2.787
O -2.522 0.244 1.656
O -2.622 1.925 3.149
C -3.023 2.858 2.150
H -3.449 -1.737 4.082
H -1.706 -1.948 4.406
H -2.229 -1.817 2.757
H -3.583 3.656 2.635
H -3.575 2.379 1.350
H -2.128 3.368 1.779
C 0.754 -3.490 -1.153
O -0.455 -4.227 -0.909
C -1.461 -3.534 -0.454
O -1.405 -2.410 -0.016
O -2.529 -4.322 -0.425
C -3.730 -3.753 0.067
H 1.256 -4.016 -1.964
H 1.373 -3.545 -0.264
H 0.563 -2.472 -1.482
H -3.966 -2.848 -0.497
H -3.700 -3.575 1.138
H -4.534 -4.444 -0.178
```

Calculated values
LUMO energy = -0.12 eV
HOMO energy = -9.14 eV
Frontier orbital gap = 9.0 eV

How is the electron density shared among the atoms? According to natural (NBO), the charges in e are: Na 0.918; C 0.690; F -0.330; F -0.324; F -0.319; S 2.347; O -1.003; O -1.051; O -0.968; C -0.098; C -0.102; O -0.485; C 0.994; O -0.590; O -0.487; H 0.196; H 0.198; H 0.186; H 0.201; C -0.261; O -0.497; C 1.020; O -0.675; O -0.513; C -0.263; H 0.193; H 0.194; H 0.197; H 0.184; H 0.203; H 0.224; C -0.280; O -0.489; C 1.008; O -0.682; O -0.497; C -0.260; H 0.197; H 0.236; H 0.193; H 0.198; H 0.187; H 0.193; C -0.267; O -0.486; C 1.010; O -0.687; O -0.493; C -0.258; H 0.178; H 0.210; H 0.215; H 0.193; H 0.206; H 0.188; C -0.274; O -0.481; C 1.005; O -0.697; O -0.490; C -0.254; H 0.185; H 0.223; H 0.214; H 0.193; H 0.190; H 0.194

| no. | DFT total energy (eV) |
| --- | --- |
| 1 | -11347.375 |
| 2 | -128348.759 |
| 3 | -7299.672 |
| 4 | -13995.380 |
| 5 | -68071.397 |
| 6 | -16472.983 |
| 7 | -8128.371 |
| 8 | -77308.373 |